{"formula": "C5H10O", "method": "ωB97M-V/def2-TZVPD", "species": ["C", "C", "C", "C", "C", "O", "H", "H", "H", "H", "H", "H", "H", "H", "H", "H"], "coordinates": [[-0.7347, 1.3414, -0.8905], [-1.0350, 0.1919, 0.1284], [-1.8318, -0.9377, -0.5264], [0.3498, -0.0815, 0.5403], [3.0738, -0.3508, 1.3552], [3.4998, -1.3654, 0.8601], [-0.2403, 2.1916, -0.4154], [-1.6977, 1.6744, -1.2911], [-0.1253, 0.9995, -1.7346], [-1.5988, 0.6604, 0.9448], [-2.8517, -0.6244, -0.7779], [-1.9012, -1.8015, 0.1432], [-1.3376, -1.2685, -1.4484], [0.6950, -0.9341, -0.0878], [3.1326, 0.6299, 0.8441], [2.6031, -0.3252, 2.3559]], "multiplicity": 1, "homo_energy_ev": -8.966, "total_charge": 0, "homo_lumo_gap_ev": 8.535, "relative_energy_kcal_mol": 113.72, "lumo_energy_ha": -0.0158, "total_energy_ev": -7389.8340}